Molecular formula: C40H35BrF5N5O4PbS2Te
Method: DFT, ωB97M-V/def2-TZVPD

Each line ends with the Löwdin charge.
Positions of all 94 atoms, in Å:
Pb 0.07 0.55 0.17  1.316
Br -2.59 -2.75 7.62  0.633
C -1.68 -1.86 6.20  -0.701
C -1.04 -0.65 6.43  -0.133
C -0.40 -0.02 5.38  -0.007
C -0.39 -0.54 4.08  -0.322
O 0.23 0.05 3.06  -0.336
C -1.06 -1.76 3.87  -0.109
C -1.13 -2.53 2.60  -0.092
N -2.03 -2.36 1.71  0.162
C -2.20 -3.41 0.79  -0.201
C -2.28 -4.72 1.23  -0.032
C -2.49 -5.80 0.36  -0.090
C -2.62 -5.59 -0.98  -0.062
C -2.59 -4.26 -1.48  -0.159
C -2.76 -3.98 -2.85  -0.036
C -2.75 -2.69 -3.28  -0.060
C -2.61 -1.66 -2.32  -0.135
N -2.45 -1.88 -1.04  0.139
C -2.41 -3.16 -0.60  -0.158
C -1.68 -2.41 4.94  -0.102
H -1.03 -0.21 7.42  0.094
H 0.14 0.91 5.56  0.093
H -0.46 -3.39 2.54  0.130
H -2.18 -4.90 2.29  0.102
H -2.54 -6.81 0.76  0.096
H -2.76 -6.41 -1.68  0.101
H -2.89 -4.80 -3.54  0.107
H -2.87 -2.44 -4.33  0.096
H -2.63 -0.62 -2.63  0.096
H -2.17 -3.36 4.77  0.100
C 4.26 0.11 -2.15  -0.034
C 3.01 -0.19 -1.35  -0.249
N 2.02 0.63 -1.36  -0.055
N 2.27 1.80 -2.08  -0.069
C 1.27 2.57 -2.31  -1.119
S -0.42 2.34 -2.02  0.414
S 1.76 4.07 -3.19  0.828
C 1.01 3.61 -4.78  -0.465
C 1.79 2.54 -5.48  -0.299
C 2.86 2.85 -6.32  -0.062
C 3.62 1.84 -6.89  -0.106
C 3.33 0.51 -6.63  -0.113
C 2.26 0.19 -5.80  -0.085
C 1.50 1.20 -5.23  -0.047
C 3.00 -1.44 -0.57  -0.117
C 4.25 -1.98 -0.19  -0.062
C 4.37 -3.15 0.52  -0.123
C 3.21 -3.86 0.85  -0.112
C 1.98 -3.37 0.48  -0.030
C 1.81 -2.12 -0.18  -0.394
O 0.62 -1.70 -0.43  -0.269
H 4.02 0.73 -3.01  0.056
H 4.74 -0.82 -2.48  0.072
H 4.96 0.67 -1.54  0.095
H 0.97 4.54 -5.36  0.065
H -0.01 3.28 -4.55  0.035
H 3.10 3.89 -6.50  0.106
H 4.46 2.10 -7.54  0.090
H 3.93 -0.28 -7.07  0.090
H 2.03 -0.84 -5.58  0.102
H 0.68 0.95 -4.56  0.100
H 5.15 -1.43 -0.43  0.098
H 5.35 -3.50 0.83  0.081
H 3.28 -4.78 1.40  0.089
H 1.07 -3.90 0.75  0.091
O 0.41 3.22 1.12  -0.190
C -0.52 4.28 1.19  -0.266
C -1.26 4.29 2.52  -0.169
C -1.97 2.95 2.78  -0.138
C -3.08 2.72 1.79  -0.274
C -4.29 3.41 1.89  -0.035
C -5.25 3.23 0.92  -0.091
C -5.00 2.35 -0.12  -0.082
C -3.79 1.68 -0.13  -0.135
N -2.85 1.86 0.80  0.108
H 1.05 3.29 1.85  0.056
H -1.21 4.13 0.36  0.093
H -0.02 5.25 1.03  0.117
H -1.99 5.11 2.50  0.105
H -0.55 4.48 3.33  0.109
H -2.37 2.94 3.79  0.120
H -1.23 2.15 2.69  0.078
H -4.45 4.09 2.72  0.108
H -6.19 3.77 0.97  0.094
H -5.73 2.18 -0.91  0.091
H -3.55 0.97 -0.91  0.090
F 2.36 -0.83 3.73  -0.394
Te 2.16 1.01 3.23  1.797
F 2.36 1.18 5.10  -0.382
F 2.88 2.80 3.07  -0.434
F 0.72 2.27 3.72  -0.412
F 4.05 0.77 3.28  -0.429
O 2.11 0.91 1.43  -0.666

Properties
Energy   -6450.74400 a.u.
E_LUMO   3.83 eV
2S+1   1
F_max   0.78 eV/A
HOMO-LUMO gap   5.98 eV
Highest occupied orbital energy   -2.15 eV
Energy above the lowest of the compared OMol25 structures with the same formula, charge and spin   0.0 kcal per mole
Total charge   -2

***

Molecular formula: C40H36Br3F3N3O4TeW
Method: DFT, ωB97M-V/def2-TZVPD

Each line ends with the Mulliken spin population.
Positions of all 91 atoms, in Å:
W -0.85 -0.27 -0.74  1.710
Br -5.12 0.51 -3.62  0.002
C -4.93 1.03 -1.83  0.033
C -5.97 1.68 -1.19  -0.015
C -5.79 2.22 0.07  0.034
Br -7.25 3.32 0.68  0.000
C -4.59 1.96 0.77  -0.016
C -4.36 2.54 2.02  0.029
C -3.12 2.35 2.54  -0.019
C -2.10 1.64 1.85  0.021
N -2.33 1.04 0.68  -0.027
C -3.56 1.20 0.15  -0.018
C -3.72 0.73 -1.20  0.014
O -2.69 0.14 -1.71  0.001
H -6.89 1.93 -1.71  -0.001
H -5.12 3.21 2.41  0.003
H -2.92 2.78 3.48  -0.001
H -1.13 1.68 2.31  0.022
Br -3.10 -3.51 -1.43  0.003
C -2.20 -3.51 0.27  -0.011
C -2.32 -4.65 1.00  -0.008
C -1.67 -4.65 2.19  0.003
C -0.97 -3.56 2.59  -0.002
C -0.93 -2.43 1.78  -0.024
N -1.47 -2.46 0.59  0.078
C -0.26 -1.10 2.20  0.026
O -0.17 -0.89 3.39  0.001
O 0.01 -0.29 1.20  0.200
H -2.87 -5.50 0.65  0.000
H -1.70 -5.48 2.80  0.000
H -0.43 -3.57 3.55  0.000
O 3.14 2.95 2.17  0.000
C 2.35 3.01 3.04  0.000
C 1.73 1.81 3.72  0.003
C 2.35 1.49 5.14  0.000
C 2.86 2.74 5.86  0.000
C 1.96 3.99 6.00  0.000
C 1.13 4.34 4.76  0.000
N 1.84 4.22 3.52  0.000
H 1.82 0.97 3.02  -0.002
H 0.66 1.96 3.81  -0.002
H 3.17 0.79 4.89  0.000
H 1.56 0.94 5.66  0.000
H 3.77 3.04 5.24  0.000
H 3.29 2.47 6.82  0.000
H 2.53 4.84 6.18  0.000
H 1.38 3.90 6.87  0.000
H 0.83 5.37 4.98  0.000
H 0.15 3.79 4.79  0.000
H 2.31 5.04 3.26  0.000
Te 1.57 -1.76 -1.29  -0.037
C 2.49 -1.82 0.60  0.002
C 2.34 -2.92 1.50  -0.001
C 3.05 -2.94 2.69  0.007
C 3.87 -1.87 3.05  -0.005
C 3.88 -0.77 2.23  0.004
C 3.22 -0.75 1.04  -0.015
H 1.68 -3.75 1.32  0.004
H 2.98 -3.82 3.36  0.000
H 4.52 -1.90 3.90  0.000
H 4.49 0.07 2.56  0.000
H 3.23 0.16 0.43  0.002
F 2.18 -3.92 -9.10  0.000
C 2.12 -4.60 -7.94  0.000
F 1.51 -5.76 -8.28  0.001
F 3.39 -4.95 -7.58  0.000
C 1.35 -3.91 -6.82  0.016
C 0.49 -2.89 -7.16  -0.010
C -0.19 -2.15 -6.19  0.018
C 0.04 -2.41 -4.84  -0.013
C 0.81 -3.57 -4.52  0.018
C 1.45 -4.30 -5.50  -0.006
C -0.47 -1.60 -3.78  0.058
C -0.72 -1.11 -2.71  -0.071
H 0.34 -2.77 -8.25  0.000
H -0.76 -1.25 -6.45  0.002
H 0.87 -3.84 -3.42  0.002
H 2.20 -5.07 -5.21  0.000
C 1.10 3.03 -3.29  0.000
C 0.13 1.86 -3.04  0.039
C -1.26 2.11 -3.71  0.003
C -0.10 1.61 -1.54  -0.114
H 1.23 3.18 -4.32  0.000
H 2.13 2.80 -2.92  0.000
H 0.73 3.96 -2.87  -0.001
H 0.60 1.02 -3.55  0.006
H -1.86 2.90 -3.20  0.002
H -1.92 1.23 -3.70  0.000
H -1.11 2.49 -4.70  -0.001
H -0.80 2.38 -1.23  0.021
H 0.89 1.78 -1.04  0.030

Properties
Energy   -10367.91051 a.u.
E_LUMO (spin up / spin down)   1.87 / 1.70 eV
2S+1   3
F_max   3.36 eV/A
HOMO-LUMO gap (spin up / spin down)   5.98 / 6.33 eV
Expectation value of S²   2.031
Highest occupied orbital energy (spin up / spin down)   -4.10 / -4.63 eV
Energy above the lowest of the compared OMol25 structures with the same formula, charge and spin   16.2 kcal per mole
Total charge   -1

***

Molecular formula: C40H36Cl3N2O5PPd
Method: DFT, ωB97M-V/def2-TZVPD

Each line ends with the Löwdin charge.
Positions of all 88 atoms, in Å:
Pd 0.43 0.06 -0.48  0.408
C -2.63 0.17 0.95  -0.059
C -2.89 1.22 -0.13  -0.369
C -3.34 0.55 -1.43  -0.067
C -1.73 2.21 -0.29  -0.247
C -2.19 3.50 -0.97  -0.087
O -1.15 3.82 -1.90  -0.017
C -0.33 2.74 -1.96  -0.302
N -0.60 1.78 -1.16  0.070
C 0.81 2.90 -2.89  -0.118
C 0.78 4.04 -3.70  -0.031
C 1.83 4.33 -4.57  -0.102
C 2.92 3.47 -4.61  -0.100
C 2.95 2.35 -3.81  -0.097
C 1.90 2.02 -2.94  -0.295
P 2.10 0.44 -1.99  0.909
C 2.77 1.47 -0.38  -0.369
C 2.21 2.47 0.43  -0.114
C 2.95 3.08 1.43  -0.094
C 4.27 2.71 1.66  -0.123
C 4.84 1.71 0.88  -0.123
C 4.08 1.10 -0.12  -0.180
C 0.92 -0.47 -3.31  -0.329
C 1.71 -1.20 -4.20  -0.149
C 1.16 -1.90 -5.27  -0.117
C -0.21 -1.89 -5.46  -0.127
C -1.02 -1.18 -4.58  -0.109
C -0.45 -0.48 -3.52  -0.115
H -3.52 -0.44 1.10  0.087
H -2.36 0.64 1.89  0.067
H -1.84 -0.51 0.65  0.050
H -3.71 1.86 0.23  0.135
H -2.71 -0.32 -1.62  0.056
H -3.30 1.22 -2.29  0.074
H -4.36 0.19 -1.33  0.076
H -1.30 2.41 0.69  0.122
H -2.30 4.33 -0.27  0.129
H -3.12 3.36 -1.53  0.116
H -0.06 4.70 -3.65  0.107
H 1.79 5.21 -5.19  0.089
H 3.75 3.69 -5.27  0.092
H 3.80 1.68 -3.84  0.094
H 1.18 2.76 0.31  0.076
H 2.48 3.83 2.05  0.099
H 4.84 3.18 2.45  0.084
H 5.86 1.39 1.06  0.084
H 4.53 0.30 -0.71  0.068
H 2.79 -1.23 -4.03  0.072
H 1.80 -2.47 -5.93  0.085
H -0.65 -2.45 -6.28  0.084
H -2.09 -1.17 -4.71  0.094
H -1.10 0.06 -2.84  0.048
Cl 1.89 -1.46 0.79  0.824
C 1.57 -2.74 1.93  -0.510
C 2.11 -3.97 1.63  -0.120
C 2.02 -5.00 2.55  -0.097
C 1.42 -4.77 3.77  -0.139
C 0.89 -3.52 4.06  -0.582
Cl 0.30 -3.27 5.68  0.689
C 0.87 -2.47 3.12  -0.278
N 0.26 -1.25 3.38  0.091
C -1.06 -1.16 3.86  -0.240
C -1.98 -2.19 3.66  -0.052
C -3.28 -2.07 4.13  -0.107
C -3.69 -0.91 4.77  -0.117
C -2.78 0.13 4.94  -0.052
C -1.47 0.02 4.50  -0.177
C -0.52 1.19 4.62  -0.067
C -0.42 1.89 3.25  -0.683
O -0.90 3.04 3.15  -0.047
O 0.18 1.22 2.37  -0.091
H 2.56 -4.11 0.66  0.105
H 2.41 -5.98 2.31  0.097
H 1.37 -5.54 4.54  0.090
H 0.54 -0.42 2.84  0.073
H -1.68 -3.07 3.12  0.120
H -3.98 -2.88 3.96  0.093
H -4.71 -0.80 5.12  0.084
H -3.09 1.05 5.42  0.106
H 0.47 0.82 4.90  0.116
H -0.88 1.89 5.38  0.103
Cl -2.22 -5.77 -2.05  0.451
C -2.01 -3.97 -1.94  -0.498
C -0.87 -3.47 -1.03  -0.762
O 0.00 -4.25 -0.63  -0.049
O -1.00 -2.22 -0.85  -0.113
H -2.96 -3.57 -1.60  0.056
H -1.82 -3.62 -2.95  0.049

Properties
Energy   -3881.46033 a.u.
E_LUMO   4.39 eV
2S+1   1
F_max   0.64 eV/A
HOMO-LUMO gap   6.01 eV
Highest occupied orbital energy   -1.63 eV
Energy above the lowest of the compared OMol25 structures with the same formula, charge and spin   46.9 kcal per mole
Total charge   -2

***

Molecular formula: C40H36ClF6LuN2O7S3Si
Method: DFT, ωB97M-V/def2-TZVPD

Each line ends with the Löwdin charge.
Positions of all 97 atoms, in Å:
Lu 1.28 -0.32 -0.60  1.778
C 0.50 -2.83 -2.29  -0.170
C 1.38 -2.64 -3.35  -0.189
C 1.16 -1.37 -3.89  -0.198
C 0.13 -0.75 -3.18  -0.220
C -0.29 -1.66 -2.16  -0.288
H 0.37 -3.74 -1.72  0.087
H 2.10 -3.37 -3.70  0.072
H 1.69 -0.93 -4.72  0.076
H -0.37 0.17 -3.45  0.081
H -1.26 -1.64 -1.67  0.060
O 1.84 3.87 0.95  0.027
C 2.02 2.68 0.68  -0.635
O 1.19 1.85 0.21  -0.240
C 3.42 2.11 0.95  -0.201
C 4.35 2.81 1.71  -0.011
C 5.61 2.27 1.90  -0.071
C 5.90 1.05 1.31  -0.054
C 4.90 0.41 0.60  -0.142
N 3.68 0.92 0.42  0.082
H 4.06 3.75 2.15  0.110
H 6.36 2.79 2.49  0.097
H 6.87 0.58 1.41  0.098
H 5.07 -0.56 0.15  0.087
F 4.50 -3.47 -3.45  0.124
C 4.63 -2.24 -3.94  -0.645
F 3.87 -2.13 -5.02  0.131
F 5.90 -2.14 -4.38  0.104
S 4.39 -0.91 -2.59  0.614
O 3.31 -1.29 -1.73  -0.361
O 5.70 -0.95 -2.01  -0.285
N 4.19 0.35 -3.51  -0.264
S 2.98 1.32 -3.30  0.588
O 2.37 1.73 -4.53  -0.252
O 2.17 1.00 -2.17  -0.495
C 3.90 2.90 -2.79  -0.633
F 4.81 3.23 -3.72  0.111
F 3.10 3.96 -2.66  0.130
F 4.56 2.75 -1.64  0.138
Cl 0.51 -3.83 2.85  0.693
C 0.55 -2.16 3.34  -0.609
C -0.20 -1.82 4.45  -0.158
C -0.20 -0.52 4.91  -0.125
C 0.56 0.42 4.23  -0.112
C 1.31 0.07 3.13  -0.051
C 1.32 -1.25 2.61  -0.360
C 2.12 -1.60 1.44  -0.223
H -0.77 -2.58 4.98  0.092
H -0.79 -0.23 5.77  0.087
H 0.58 1.45 4.57  0.097
H 1.88 0.82 2.61  0.090
H 2.21 -2.69 1.35  -0.004
H 3.12 -1.18 1.56  0.016
O -0.83 -0.28 0.43  -0.405
Si -2.33 -0.54 0.77  0.447
C -3.55 0.08 -0.59  -0.203
C -3.05 0.81 -1.66  -0.102
C -3.88 1.28 -2.66  -0.089
C -5.23 1.01 -2.63  -0.116
C -5.75 0.27 -1.58  -0.112
C -4.92 -0.18 -0.57  -0.104
C -2.76 -2.40 0.91  -0.201
C -3.18 -3.12 -0.20  -0.102
C -3.40 -4.49 -0.15  -0.100
C -3.18 -5.17 1.04  -0.115
C -2.77 -4.47 2.16  -0.126
C -2.58 -3.11 2.10  -0.139
C -3.03 0.23 2.38  -0.197
C -4.12 -0.31 3.05  -0.109
C -4.63 0.26 4.20  -0.108
C -4.04 1.41 4.71  -0.120
C -2.96 1.97 4.06  -0.103
C -2.46 1.39 2.91  -0.091
H -1.98 1.00 -1.69  0.052
H -3.47 1.85 -3.48  0.088
H -5.89 1.38 -3.41  0.088
H -6.81 0.04 -1.56  0.089
H -5.34 -0.76 0.24  0.095
H -3.35 -2.60 -1.13  0.096
H -3.72 -5.02 -1.03  0.093
H -3.32 -6.25 1.08  0.088
H -2.59 -5.01 3.09  0.091
H -2.28 -2.56 2.98  0.077
H -4.58 -1.21 2.66  0.092
H -5.48 -0.19 4.70  0.090
H -4.43 1.86 5.62  0.087
H -2.50 2.87 4.46  0.096
H -1.61 1.81 2.41  0.098
C -1.11 3.58 -0.67  -0.362
S -0.03 2.95 -1.98  0.815
C -0.78 3.88 -3.36  -0.373
H -2.15 3.36 -0.91  0.025
H -0.95 4.65 -0.56  0.035
H -0.80 3.06 0.23  0.011
H -0.76 4.95 -3.13  0.024
H -1.80 3.56 -3.53  0.007
H -0.17 3.68 -4.23  0.019

Properties
Energy   -5961.31093 a.u.
E_LUMO   4.30 eV
2S+1   1
F_max   2.05 eV/A
HOMO-LUMO gap   6.52 eV
Highest occupied orbital energy   -2.21 eV
Energy above the lowest of the compared OMol25 structures with the same formula, charge and spin   17.9 kcal per mole
Total charge   -2

***

Question: What is the formula in the fourth record?
Answer: C40H36ClF6LuN2O7S3Si